(1)
Formula: C30H27N2OPSV
Source: the OMol25 dataset
Level of theory: ωB97M-V with the def2-TZVPD basis set

```
63
Properties=species:S:1:pos:R:3
V -0.015 -0.327 0.194
O 0.226 0.128 1.893
N 1.342 0.521 2.576
C 1.217 0.886 3.872
C 2.345 1.196 4.563
C 3.585 1.113 3.914
C 3.663 0.723 2.597
C 2.500 0.412 1.898
S 2.385 -0.125 0.260
H 0.213 0.905 4.268
H 2.264 1.492 5.599
H 4.493 1.350 4.458
H 4.606 0.640 2.079
N 0.550 -1.292 -1.581
C -0.386 -1.565 -2.682
C 0.101 -1.372 -3.958
C -0.700 -1.652 -5.049
C -1.981 -2.139 -4.835
C -2.455 -2.308 -3.543
C -1.675 -2.006 -2.426
C -2.203 -2.118 -1.034
C -3.457 -2.660 -0.785
C -3.963 -2.775 0.507
C -3.216 -2.379 1.609
C -1.962 -1.838 1.396
C -1.469 -1.647 0.081
H 0.869 -2.185 -1.206
H 1.374 -0.878 -1.993
H 1.116 -1.008 -4.104
H -0.321 -1.500 -6.055
H -2.617 -2.391 -5.676
H -3.463 -2.677 -3.416
H -4.069 -3.020 -1.600
H -4.951 -3.199 0.649
H -3.593 -2.512 2.615
H -1.371 -1.569 2.256
C -2.556 1.999 0.432
P -0.883 1.864 -0.238
C -1.005 2.320 -1.973
C -1.664 1.417 -2.815
C -1.823 1.708 -4.160
C -1.323 2.901 -4.669
C -0.680 3.807 -3.833
C -0.516 3.522 -2.485
C 0.145 3.046 0.651
C -0.346 3.644 1.810
C 0.460 4.506 2.546
C 1.760 4.763 2.130
C 2.259 4.159 0.979
C 1.459 3.297 0.243
H -2.819 3.050 0.514
H -2.644 1.514 1.401
H -3.235 1.517 -0.266
H -2.074 0.493 -2.422
H -2.341 1.008 -4.809
H -1.445 3.131 -5.722
H -0.314 4.748 -4.230
H -0.038 4.249 -1.839
H -1.363 3.460 2.140
H 0.065 4.987 3.434
H 2.384 5.445 2.698
H 3.272 4.366 0.650
H 1.858 2.827 -0.645
```

Properties
HOMO level (spin up / spin down): -0.5198 / -0.5201 Eh
LUMO energy (spin up / spin down): -7.295 / -6.746 eV
Gap between HOMO and LUMO (spin up / spin down): 6.85 / 7.41 eV
Spin multiplicity: 2
Total charge: +2
Relative energy (zero: lowest compared OMol25 entry of this formula, charge and spin): 0.000 eV
Energy: -82373.38640 eV

These are the natural (NBO) partial charges, in e, on atoms 1 to 4: V 1.17; O -0.52; N -0.01; C 0.06



(2)
Formula: C30H27N3O3RuS
Source: the OMol25 dataset
Level of theory: ωB97M-V with the def2-TZVPD basis set

```
65
Properties=species:S:1:pos:R:3
Ru 0.359 0.104 -0.562
C -1.648 3.766 -1.924
O -2.355 3.129 -0.791
C -1.692 2.087 -0.463
N -0.550 1.856 -1.074
C -0.292 3.000 -1.994
C 0.877 3.863 -1.587
C 1.280 4.008 -0.253
C 2.265 4.920 0.068
C 2.856 5.701 -0.940
C 2.461 5.551 -2.277
C 1.485 4.635 -2.596
C -2.154 1.132 0.561
C -3.282 1.178 1.359
C -3.479 0.132 2.263
C -2.562 -0.919 2.346
C -1.465 -0.884 1.504
N -1.283 0.121 0.644
C -0.362 -1.857 1.384
N 0.588 -1.668 0.494
C 1.527 -2.818 0.604
C 0.960 -3.591 1.835
O -0.297 -2.890 2.138
C 1.606 -3.695 -0.622
C 2.641 -4.670 -0.633
C 2.727 -5.581 -1.654
C 1.792 -5.530 -2.702
C 0.770 -4.549 -2.705
C 0.679 -3.644 -1.670
H -1.552 4.821 -1.685
H -2.280 3.622 -2.797
H -0.132 2.611 -3.000
H 0.809 3.441 0.543
H 2.571 5.057 1.097
H 3.614 6.427 -0.673
H 2.913 6.156 -3.052
H 1.166 4.523 -3.627
H -3.984 1.999 1.283
H -4.351 0.135 2.906
H -2.701 -1.736 3.043
H 2.522 -2.433 0.837
H 1.581 -3.515 2.724
H 0.704 -4.628 1.633
H 3.359 -4.703 0.180
H 3.499 -6.340 -1.653
H 1.841 -6.252 -3.508
H 0.051 -4.534 -3.513
H -0.129 -2.922 -1.663
C 4.077 1.026 -2.356
S 3.271 -0.519 -1.973
O 1.739 -0.033 -1.891
C 3.388 -1.425 -3.458
C 2.917 -0.927 -4.675
C 3.135 -1.675 -5.815
C 3.834 -2.881 -5.738
C 4.305 -3.359 -4.522
C 4.074 -2.636 -3.360
H 3.636 1.447 -3.258
H 5.129 0.784 -2.523
H 3.978 1.687 -1.497
H 2.385 0.014 -4.730
H 2.779 -1.318 -6.772
H 4.022 -3.445 -6.643
H 4.866 -4.283 -4.480
H 4.450 -2.988 -2.407
```

Properties
HOMO level (spin up / spin down): -0.6764 / -0.6759 Eh
LUMO energy (spin up / spin down): -12.666 / -15.576 eV
Gap between HOMO and LUMO (spin up / spin down): 5.74 / 2.82 eV
Spin multiplicity: 5
Total charge: +4
Relative energy (zero: lowest compared OMol25 entry of this formula, charge and spin): 0.000 eV
Energy: -55535.20880 eV

These are the natural (NBO) partial charges, in e, on atoms 1 to 4: Ru 1.44; C -0.08; O -0.35; C 0.65



(3)
Formula: C30H27NO6S
Source: the OMol25 dataset
Level of theory: ωB97M-V with the def2-TZVPD basis set

```
65
Properties=species:S:1:pos:R:3
C -5.553 3.346 -2.240
O -5.434 1.924 -2.164
C -4.209 1.348 -2.020
C -4.162 -0.061 -1.903
C -3.015 -0.667 -1.466
C -1.806 0.042 -1.245
C -0.602 -0.616 -0.772
C 0.635 -0.078 -1.222
C 1.881 -0.717 -1.293
C 3.098 -0.041 -1.545
C 4.307 -0.798 -1.645
C 5.518 -0.214 -1.978
C 5.602 1.189 -2.191
O 6.838 1.711 -2.359
C 7.070 3.130 -2.352
C 4.406 1.969 -2.171
C 3.212 1.360 -1.795
C -1.840 1.423 -1.603
C -2.999 2.059 -1.969
H -6.627 3.486 -2.315
H -5.165 3.839 -1.345
H -5.050 3.733 -3.128
H -5.079 -0.643 -2.142
H -3.053 -1.742 -1.258
H -0.670 -1.750 -0.698
H 0.634 0.959 -1.621
H 1.944 -1.795 -1.116
H 4.275 -1.868 -1.482
H 6.441 -0.784 -2.023
H 8.157 3.214 -2.410
H 6.609 3.605 -3.227
H 6.701 3.598 -1.428
H 4.441 3.035 -2.399
H 2.318 1.982 -1.708
H -0.922 2.011 -1.554
H -2.968 3.141 -2.237
C -4.960 1.345 3.448
C -4.828 0.119 4.107
C -3.971 -0.858 3.602
C -3.254 -0.599 2.435
S -2.186 -1.903 1.783
C -0.731 -1.056 1.068
C 0.460 -1.858 1.556
C 1.475 -1.303 2.358
C 2.645 -1.985 2.613
C 2.849 -3.275 2.063
N 4.141 -3.860 2.127
O 4.407 -4.866 1.425
O 4.965 -3.296 2.890
C 1.832 -3.876 1.292
C 0.643 -3.201 1.075
O -1.873 -2.797 2.868
O -2.938 -2.442 0.677
C -3.330 0.641 1.807
C -4.205 1.615 2.298
H -5.656 2.086 3.833
H -5.402 -0.090 5.011
H -3.832 -1.813 4.102
H -0.755 -0.015 1.451
H 1.309 -0.303 2.795
H 3.445 -1.560 3.236
H 1.974 -4.891 0.894
H -0.151 -3.694 0.494
H -2.705 0.842 0.937
H -4.304 2.566 1.775
```

Properties
HOMO level: -0.2826 Eh
LUMO energy: -1.006 eV
SMILES: COc1ccc(/C=C/[C@H](c2ccc(OC)cc2)[C@H](c2ccc([N+](=O)[O-])cc2)S(=O)(=O)c2ccccc2)cc1
Gap between HOMO and LUMO: 6.68 eV
Energy: -56151.55411 eV

These are the natural (NBO) partial charges, in e, on atoms 1 to 4: C -0.25; O -0.49; C 0.33; C -0.28



(4)
Formula: C30H28AlAsF4N2
Source: the OMol25 dataset
Level of theory: ωB97M-V with the def2-TZVPD basis set

```
66
Properties=species:S:1:pos:R:3
Al 0.001 0.996 0.154
C 0.431 5.127 -0.609
C -0.242 3.816 -0.394
N 0.736 2.654 -0.530
C 1.164 2.546 -1.928
C 0.013 2.311 -2.949
C 1.901 2.741 0.364
C 1.593 2.470 1.796
N 0.751 1.278 1.732
C -0.163 0.889 2.728
C -1.466 0.729 2.367
F -1.805 1.034 1.045
C -2.460 0.323 3.240
F -3.717 0.251 2.825
C -2.182 0.188 4.559
C -0.844 0.376 4.959
F -0.529 0.259 6.214
C 0.150 0.757 4.068
F 1.414 1.077 4.494
H -0.273 5.885 -0.699
H 0.957 5.276 -1.610
H 1.228 5.300 0.062
H -1.044 3.609 -1.101
H -0.703 3.900 0.581
H 1.910 1.752 -1.952
H 1.754 3.390 -2.115
H -0.865 1.813 -2.449
H 0.317 1.628 -3.769
H -0.321 3.252 -3.414
H 2.516 3.606 0.159
H 2.450 1.897 0.011
H 1.063 3.389 2.156
H 2.499 2.399 2.358
H -2.989 -0.077 5.235
C 4.375 -1.909 -2.601
C 4.204 -1.397 -1.324
C 2.979 -1.232 -0.742
C 1.855 -1.487 -1.552
C 1.990 -1.898 -2.901
C 3.271 -2.137 -3.387
As 0.058 -1.227 -0.796
C -0.343 -2.454 0.639
C 0.357 -2.607 1.859
C -0.102 -3.606 2.728
C -1.283 -4.297 2.473
C -2.020 -4.030 1.340
C -1.545 -3.126 0.387
C -2.250 -2.668 -0.823
C -3.548 -3.015 -1.190
C -4.172 -2.506 -2.342
C -3.492 -1.576 -3.122
C -2.172 -1.193 -2.717
C -1.543 -1.768 -1.672
H 5.374 -2.051 -2.940
H 5.143 -1.443 -0.710
H 2.863 -0.901 0.267
H 1.149 -2.064 -3.567
H 3.379 -2.613 -4.346
H 1.245 -2.044 2.196
H 0.395 -3.726 3.693
H -1.597 -5.053 3.150
H -2.914 -4.645 1.044
H -4.124 -3.750 -0.645
H -5.152 -2.896 -2.665
H -3.953 -1.125 -3.992
H -1.673 -0.398 -3.327
```

Properties
HOMO level: -0.5154 Eh
LUMO energy: -6.170 eV
Gap between HOMO and LUMO: 7.86 eV
Total charge: +2
Relative energy (zero: lowest compared OMol25 entry of this formula, charge and spin): 0.000 eV
Energy: -112835.27111 eV

These are the natural (NBO) partial charges, in e, on atoms 1 to 4: Al 1.88; C -0.65; C -0.24; N -0.62



(5)
Formula: C30H28As2BrMoN2O9
Source: the OMol25 dataset
Level of theory: ωB97M-V with the def2-TZVPD basis set

```
73
Properties=species:S:1:pos:R:3
Mo 0.912 1.282 -1.463
Br -5.853 0.019 -2.874
C -4.102 0.648 -2.766
C -3.866 2.032 -2.652
C -2.588 2.527 -2.582
C -1.499 1.643 -2.615
O -0.272 2.180 -2.622
C -1.714 0.228 -2.721
C -0.653 -0.733 -2.868
N 0.567 -0.483 -2.486
C 1.707 -1.254 -2.818
C 1.755 -2.545 -3.289
C 2.999 -3.105 -3.643
C 4.160 -2.383 -3.535
C 4.137 -1.057 -3.033
C 5.273 -0.234 -2.899
C 5.143 1.045 -2.398
C 3.888 1.501 -2.009
N 2.790 0.747 -2.124
C 2.894 -0.515 -2.655
C -3.037 -0.236 -2.818
H -4.709 2.711 -2.638
H -2.399 3.589 -2.519
H -0.890 -1.679 -3.348
H 0.860 -3.145 -3.387
H 3.025 -4.119 -4.015
H 5.107 -2.818 -3.828
H 6.245 -0.608 -3.196
H 5.996 1.701 -2.297
H 3.754 2.495 -1.594
H -3.220 -1.296 -2.932
C 3.314 -3.299 0.414
O 2.389 -2.315 0.948
C 1.113 -2.427 0.570
O 0.698 -3.144 -0.297
C 0.290 -1.335 1.200
C -0.900 -1.537 1.772
As -2.373 -0.297 2.124
C -2.265 -0.231 4.080
C -1.483 1.430 1.729
C -0.213 1.686 1.403
As 1.148 0.357 0.994
C 2.500 0.596 2.371
C 0.325 3.004 0.922
O 0.875 2.991 -0.212
O 0.459 4.070 1.610
C -0.073 4.269 2.951
C -2.454 2.580 1.626
O -2.296 3.464 0.817
O -3.442 2.446 2.479
C -4.498 3.453 2.459
C -1.259 -2.972 2.119
O -0.422 -3.781 2.401
O -2.571 -3.133 2.182
C -3.038 -4.444 2.614
H 4.305 -2.874 0.535
H 3.087 -3.495 -0.632
H 3.221 -4.215 0.993
H -2.593 -1.202 4.450
H -2.956 0.531 4.431
H -1.256 -0.023 4.427
H 2.007 0.435 3.330
H 2.906 1.606 2.312
H 3.288 -0.139 2.229
H -0.981 4.856 2.840
H 0.692 4.833 3.474
H -0.257 3.312 3.435
H -5.334 2.998 2.978
H -4.748 3.696 1.430
H -4.150 4.338 2.986
H -4.113 -4.346 2.713
H -2.571 -4.699 3.562
H -2.778 -5.181 1.857
```

Properties
HOMO level (spin up / spin down): -0.6108 / -0.6180 Eh
LUMO energy (spin up / spin down): -11.391 / -10.245 eV
Gap between HOMO and LUMO (spin up / spin down): 5.23 / 6.57 eV
Spin multiplicity: 3
Total charge: +3
Relative energy (zero: lowest compared OMol25 entry of this formula, charge and spin): 0.000 eV
Energy: -246520.68843 eV

These are the Mulliken partial charges, in e, on atoms 1 to 4: Mo 0.12; Br -0.04; C -0.35; C -0.38



(6)
Formula: C30H28ClHgN7O2
Source: the OMol25 dataset
Level of theory: ωB97M-V with the def2-TZVPD basis set

```
69
Properties=species:S:1:pos:R:3
Hg 0.529 -0.584 -1.101
C -3.572 3.287 -4.377
C -3.121 2.210 -3.426
C -3.231 0.863 -3.754
C -2.731 -0.114 -2.914
C -2.132 0.202 -1.693
N -1.541 -0.795 -0.894
C -2.283 -1.894 -0.557
C -3.694 -1.852 -0.539
C -4.462 -2.947 -0.193
C -3.891 -4.161 0.172
C -4.728 -5.344 0.583
C -2.507 -4.214 0.183
C -1.718 -3.128 -0.167
N -0.307 -3.338 -0.150
C 0.374 -4.203 -0.931
C 1.676 -4.202 -0.501
C 1.689 -3.285 0.563
N 0.491 -2.764 0.784
C -2.059 1.557 -1.348
C -2.522 2.537 -2.220
N -1.528 1.993 -0.099
C -1.976 3.060 0.608
C -1.118 3.241 1.661
C -0.162 2.218 1.508
N -0.423 1.466 0.456
H -4.336 2.912 -5.060
H -2.736 3.647 -4.982
H -3.984 4.144 -3.843
H -3.686 0.575 -4.696
H -2.772 -1.158 -3.197
H -4.187 -0.929 -0.811
H -5.543 -2.849 -0.205
H -5.734 -5.274 0.167
H -4.826 -5.410 1.670
H -4.288 -6.281 0.238
H -1.996 -5.126 0.474
H -0.120 -4.709 -1.743
H 2.507 -4.737 -0.925
H 2.530 -2.946 1.146
H -2.382 3.578 -1.954
H -2.871 3.582 0.315
H -1.178 3.987 2.433
H 0.692 1.987 2.124
Cl 7.061 2.772 -0.853
C 5.694 1.675 -1.022
C 5.885 0.320 -0.785
C 4.776 -0.522 -0.913
C 3.513 -0.067 -1.272
O 2.541 -0.980 -1.362
C 3.333 1.339 -1.556
C 2.139 1.937 -2.010
O 1.003 1.375 -2.280
C 4.474 2.180 -1.388
H 6.855 -0.063 -0.500
H 4.874 -1.585 -0.721
H 2.199 3.024 -2.171
H 4.366 3.242 -1.577
C 2.528 -0.442 -4.605
N 1.104 -0.575 -4.926
C 0.397 0.669 -5.245
C 0.419 -1.500 -4.269
N -0.193 -2.322 -3.728
H 3.072 -0.189 -5.517
H 2.899 -1.386 -4.214
H 2.688 0.334 -3.857
H 0.844 1.090 -6.147
H 0.458 1.363 -4.403
H -0.649 0.439 -5.441
```

Properties
HOMO level (spin up / spin down): -0.0722 / -0.1671 Eh
LUMO energy (spin up / spin down): 2.621 / 2.620 eV
Gap between HOMO and LUMO (spin up / spin down): 4.59 / 7.17 eV
Spin multiplicity: 2
Total charge: -1
Relative energy (zero: lowest compared OMol25 entry of this formula, charge and spin): 0.000 eV
Energy: -62786.89550 eV

These are the natural (NBO) partial charges, in e, on atoms 1 to 4: Hg 1.54; C -0.62; C -0.03; C -0.22



(7)
Formula: C30H28CrF5N3O3
Source: the OMol25 dataset
Level of theory: ωB97M-V with the def2-TZVPD basis set

```
70
Properties=species:S:1:pos:R:3
Cr -0.098 -0.065 0.117
C -2.499 -1.441 2.381
O -1.151 -1.086 2.118
C -0.232 -1.816 2.910
C 1.107 -1.150 2.754
O 1.506 -1.093 1.378
C 2.600 -1.948 1.007
C 2.237 -3.242 0.326
O 1.712 -2.948 -0.938
C 1.616 -4.080 -1.775
H -2.769 -1.145 3.398
H -2.650 -2.517 2.258
H -3.125 -0.914 1.665
H -0.220 -2.867 2.595
H -0.525 -1.772 3.966
H 1.868 -1.661 3.347
H 1.018 -0.119 3.091
H 3.172 -2.165 1.912
H 3.226 -1.371 0.327
H 1.535 -3.842 0.927
H 3.165 -3.825 0.226
H 2.609 -4.485 -1.996
H 1.140 -3.759 -2.699
H 1.006 -4.869 -1.317
F -2.779 -4.730 -0.834
C -2.651 -3.406 -1.078
C -1.572 -2.727 -0.552
C -1.411 -1.365 -0.788
C -2.396 -0.707 -1.552
C -3.468 -1.435 -2.058
F -4.434 -0.821 -2.781
C -3.620 -2.788 -1.843
C -2.203 0.746 -1.732
C -2.910 1.575 -2.597
C -2.570 2.912 -2.684
C -1.533 3.408 -1.911
C -0.875 2.538 -1.069
N -1.206 1.245 -0.975
H -0.862 -3.279 0.049
H -4.466 -3.324 -2.249
H -3.706 1.170 -3.198
H -3.111 3.565 -3.357
H -1.233 4.445 -1.955
H -0.062 2.869 -0.438
F -1.546 5.314 4.293
C -0.331 5.184 3.726
F -0.171 6.290 2.944
F 0.582 5.339 4.716
C -0.176 3.917 3.000
C -1.276 3.098 2.654
C -1.071 1.946 1.962
N 0.176 1.497 1.539
C 1.231 2.323 1.870
C 1.105 3.482 2.567
H -2.281 3.377 2.941
H -1.920 1.327 1.697
H 2.209 1.997 1.546
H 1.988 4.067 2.791
N 5.093 0.954 -5.084
C 4.284 0.777 -4.287
C 3.270 0.554 -3.289
C 2.027 0.038 -3.652
C 1.059 -0.169 -2.685
C 1.290 0.124 -1.338
C 2.544 0.641 -1.002
C 3.528 0.858 -1.957
H 1.832 -0.198 -4.691
H 0.103 -0.578 -2.990
H 2.774 0.872 0.029
H 4.494 1.258 -1.677
```

Properties
HOMO level (spin up / spin down): -0.1884 / -0.3327 Eh
LUMO energy (spin up / spin down): -0.213 / -0.468 eV
Gap between HOMO and LUMO (spin up / spin down): 4.91 / 8.58 eV
Spin multiplicity: 5
Relative energy (zero: lowest compared OMol25 entry of this formula, charge and spin): 0.706 eV
Energy: -84183.79911 eV

These are the natural (NBO) partial charges, in e, on atoms 1 to 4: Cr 1.47; C -0.24; O -0.56; C -0.08